(1)
A 2-piece molecular cluster, C3H10N5 overall in a non-equilibrium geometry, computed with the ωB97M-V functional and the def2-TZVPD basis.

Values from the calculation:
relative energy (zero: lowest compared OMol25 entry of this formula, charge and spin)	63.41	kcal/mol
E_HOMO	-12.6944	eV
max |F|	0.08744	hartree/bohr

ORCA input file:
```
! RIJCOSX wB97M-V def2-TZVPD def2/J DEFGRID3
* xyz 1 1
C -2.539 -0.136 0.076
C 1.458 1.075 -0.429
C 3.288 -0.331 0.506
N -0.678 -1.435 -0.437
N -2.997 1.038 0.653
N 0.401 1.593 -0.783
N 2.229 0.507 0.219
N -1.275 -0.304 -0.196
H -3.239 -0.986 -0.071
H 4.244 0.042 0.053
H 3.384 -0.277 1.608
H 2.983 -1.371 0.156
H -3.945 1.326 0.864
H -2.228 1.861 0.677
H -1.124 -2.328 -0.540
H 0.581 2.256 -1.528
H 0.136 -1.341 -0.903
H -0.647 0.513 -0.260
*
```

=====

(2)
An isolated molecule of C3H7N3 in a non-equilibrium geometry, computed with the ωB97M-V functional and the def2-TZVPD basis.

Values from the calculation:
relative energy (zero: lowest compared OMol25 entry of this formula, charge and spin)	50.72	kcal/mol
E_HOMO	-9.2595	eV
max |F|	0.05206	hartree/bohr
SMILES	C[C@]1(N)CN=N1

ORCA input file:
```
! RIJCOSX wB97M-V def2-TZVPD def2/J DEFGRID3
* xyz 0 1
C -1.355 -0.150 0.236
C 0.070 0.002 -0.278
N 0.537 -1.086 -1.049
C 1.075 0.630 0.928
N 0.965 1.807 0.115
N 0.340 1.312 -0.858
H -1.659 0.734 0.791
H -2.031 -0.289 -0.610
H -1.423 -1.018 0.891
H 0.020 -1.946 -0.926
H 0.666 -0.864 -2.027
H 2.031 0.127 0.821
H 0.764 0.741 1.965
*
```

=====

(3)
An isolated molecule of C5H8O, computed with the ωB97M-V functional and the def2-TZVPD basis.

Values from the calculation:
relative energy (zero: lowest compared OMol25 entry of this formula, charge and spin)	51.20	kcal/mol
E_HOMO	-8.4585	eV
max |F|	0.01462	hartree/bohr
SMILES	O/C=C/C1CC1

ORCA input file:
```
! RIJCOSX wB97M-V def2-TZVPD def2/J DEFGRID3
* xyz 0 1
O 2.339 -1.399 0.913
C 1.442 -0.747 0.136
C 1.012 0.511 0.276
C -0.254 0.841 -0.426
C -1.116 -0.391 -0.757
C -1.648 0.673 0.136
H 2.341 -0.943 1.764
H 1.059 -1.376 -0.662
H 1.600 1.247 0.827
H -0.205 1.719 -1.079
H -1.465 -0.568 -1.766
H -0.914 -1.328 -0.233
H -2.392 1.319 -0.314
H -1.799 0.443 1.185
*
```

=====

(4)
An isolated molecule of H4P4S in a non-equilibrium geometry, computed with the ωB97M-V functional and the def2-TZVPD basis.

Values from the calculation:
relative energy (zero: lowest compared OMol25 entry of this formula, charge and spin)	14.89	kcal/mol
E_HOMO	-8.7899	eV
max |F|	0.05495	hartree/bohr
SMILES	PP(P)#P=S

ORCA input file:
```
! RIJCOSX wB97M-V def2-TZVPD def2/J DEFGRID3
* xyz 0 1
P -0.853 -1.522 -0.723
P -0.815 0.252 0.518
P -0.112 1.772 -0.865
P -2.828 1.207 0.504
S -4.240 -0.150 0.049
H -2.160 -2.034 -0.745
H -0.463 -2.688 0.234
H 0.794 2.319 0.041
H -1.404 2.641 -0.448
*
```

=====

(5)
An isolated ion of composition C7H7O4 and charge -1 in a non-equilibrium geometry, computed with the ωB97M-V functional and the def2-TZVPD basis.

Values from the calculation:
E_HOMO (alpha / beta)	-0.3196 / -4.5936	eV
max |F|	0.09341	hartree/bohr

ORCA input file:
```
! RIJCOSX wB97M-V def2-TZVPD def2/J DEFGRID3
* xyz -1 3
C 0.587 0.670 -0.824
C 0.717 -0.362 0.092
C -0.751 1.099 -0.940
C -0.823 -2.023 0.152
C -0.795 -0.650 0.613
C 1.560 1.339 -1.651
C -0.943 -0.341 2.102
O 1.734 -0.844 0.594
O -1.176 2.056 -1.554
O -1.275 -2.453 -0.896
O -1.599 0.295 -0.117
H -0.230 -2.599 0.888
H 1.562 1.156 -2.778
H 2.662 1.170 -1.346
H 1.610 2.404 -1.603
H -1.625 -1.072 2.409
H -1.334 0.577 2.267
H 0.120 -0.422 2.592
*
```

=====

(6)
C28H44Cl2NPPd as an isolated structure in a non-equilibrium geometry, computed with the ωB97M-V functional and the def2-TZVPD basis.

Values from the calculation:
E_HOMO (alpha / beta)	-5.5790 / -7.9499	eV
max |F|	0.07577	hartree/bohr

ORCA input file:
```
! RIJCOSX wB97M-V def2-TZVPD def2/J DEFGRID3
* xyz 0 5
P -1.841 -0.899 -0.013
C -1.609 -0.691 -1.785
C -2.839 -1.390 -2.426
C -2.873 -1.211 -3.947
C -2.675 0.241 -4.396
C -1.445 0.899 -3.761
C -1.453 0.777 -2.225
C -2.198 0.392 1.188
C -3.736 0.504 1.259
C -4.140 1.524 2.331
C -3.442 2.880 2.171
C -1.918 2.775 1.981
C -1.522 1.745 0.911
C -1.513 -2.565 0.662
C -0.566 -3.410 -0.211
C -0.532 -4.861 0.281
C -0.293 -5.043 1.787
C -1.021 -4.022 2.671
C -1.055 -2.591 2.133
H -0.677 -1.248 -2.046
H -3.763 -0.985 -1.984
H -2.824 -2.468 -2.216
H -3.827 -1.596 -4.319
H -2.072 -1.829 -4.380
H -2.586 0.282 -5.487
H -3.562 0.824 -4.100
H -0.525 0.426 -4.138
H -1.404 1.965 -4.025
H -0.531 1.199 -1.790
H -2.312 1.349 -1.835
H -1.811 0.015 2.160
H -3.882 1.102 3.314
H -4.185 -0.464 1.518
H -4.145 0.811 0.283
H -5.228 1.656 2.300
H -3.651 3.509 3.048
H -3.860 3.391 1.290
H -1.514 3.757 1.696
H -1.437 2.495 2.931
H -0.430 1.595 0.886
H -1.853 2.115 -0.070
H -2.561 -2.937 0.572
H -0.880 -3.387 -1.267
H 0.445 -2.963 -0.186
H -1.493 -5.327 0.033
H 0.243 -5.391 -0.284
H 0.780 -4.990 1.985
H -0.628 -6.049 2.068
H -0.562 -4.005 3.663
H -2.055 -4.365 2.795
H -1.720 -1.979 2.759
H -0.052 -2.134 2.192
Pd 3.034 0.197 0.219
Cl 1.436 -0.074 2.095
Cl 2.183 -1.460 -1.352
C 2.283 1.583 -0.869
H 2.032 1.281 -1.908
C 2.198 2.968 -0.530
C 2.226 3.320 0.844
C 2.350 4.655 1.200
C 2.427 5.649 0.206
C 2.290 5.315 -1.157
C 2.153 3.994 -1.536
H 2.191 2.516 1.587
H 2.422 4.928 2.256
H 2.315 6.104 -1.915
H 2.082 3.686 -2.586
H 2.608 6.687 0.489
C 7.995 -1.161 0.129
C 7.179 -1.399 1.411
C 5.791 -1.007 1.197
N 4.726 -0.640 0.923
H 7.575 -1.770 -0.676
H 9.048 -1.422 0.257
H 7.913 -0.113 -0.173
H 7.193 -2.470 1.670
H 7.585 -0.799 2.242
*
```

=====

(7)
C2HBrClFIN as an isolated structure in a non-equilibrium geometry, computed with the ωB97M-V functional and the def2-TZVPD basis.

Values from the calculation:
relative energy (zero: lowest compared OMol25 entry of this formula, charge and spin)	62.53	kcal/mol
E_HOMO	-9.2678	eV
max |F|	0.04967	hartree/bohr

ORCA input file:
```
! RIJCOSX wB97M-V def2-TZVPD def2/J DEFGRID3
* xyz 0 1
C -1.634 1.347 -0.655
C -0.315 2.617 2.755
N -0.650 1.702 0.005
F -1.550 2.402 3.085
Cl -3.225 1.854 -0.501
Br -1.483 0.001 -2.078
I 0.976 1.012 3.429
H 0.314 1.603 -0.473
*
```

=====

(8)
An isolated molecule of C10H14Si in a non-equilibrium geometry, computed with the ωB97M-V functional and the def2-TZVPD basis.

Values from the calculation:
relative energy (zero: lowest compared OMol25 entry of this formula, charge and spin)	77.27	kcal/mol
E_HOMO	-8.3064	eV
max |F|	0.09226	hartree/bohr
SMILES	CC[Si]1(CC)c2ccccc21

ORCA input file:
```
! RIJCOSX wB97M-V def2-TZVPD def2/J DEFGRID3
* xyz 0 1
C 1.140 -0.311 -2.736
C 0.608 -1.332 -1.734
Si 0.136 -0.555 -0.062
C -0.425 -1.806 1.266
C -1.905 -1.676 1.611
C -0.582 1.152 0.071
C -1.017 2.400 0.280
C -0.196 3.388 0.894
C 1.088 3.162 1.294
C 1.751 1.918 1.127
C 1.137 0.861 0.586
H 1.714 -0.801 -3.521
H 0.322 0.231 -3.204
H 1.787 0.409 -2.241
H 1.382 -2.083 -1.556
H -0.235 -1.865 -2.177
H -0.210 -2.834 0.966
H 0.156 -1.620 2.169
H -2.128 -0.659 1.924
H -2.523 -1.909 0.747
H -2.173 -2.358 2.419
H -2.023 2.692 -0.006
H -0.627 4.368 1.041
H 1.633 3.958 1.781
H 2.788 1.840 1.438
*
```

=====

(9)
A 2-piece molecular cluster, C3H12N2S2 overall, computed with the ωB97M-V functional and the def2-TZVPD basis.

Values from the calculation:
relative energy (zero: lowest compared OMol25 entry of this formula, charge and spin)	9.03	kcal/mol
E_HOMO	-7.7635	eV
max |F|	0.01857	hartree/bohr
SMILES	CSSC.NCN

ORCA input file:
```
! RIJCOSX wB97M-V def2-TZVPD def2/J DEFGRID3
* xyz 0 1
C -1.832 2.513 0.213
S -0.315 1.556 0.483
S -1.255 0.022 1.528
C 0.128 -1.176 1.619
H -2.437 2.065 -0.570
H -2.354 2.568 1.165
H -1.532 3.510 -0.098
H 1.017 -0.566 1.496
H 0.068 -1.603 2.615
H 0.035 -1.960 0.878
N 0.780 -2.391 -2.123
C 1.160 -1.002 -1.895
N 2.553 -0.731 -1.530
H 1.377 -2.783 -2.845
H 0.940 -2.939 -1.294
H 0.909 -0.411 -2.773
H 0.518 -0.613 -1.103
H 2.908 -1.480 -0.939
H 3.115 -0.819 -2.371
*
```

=====

(10)
An isolated molecule of C6H11NO in a non-equilibrium geometry, computed with the ωB97M-V functional and the def2-TZVPD basis.

Values from the calculation:
relative energy (zero: lowest compared OMol25 entry of this formula, charge and spin)	36.13	kcal/mol
E_HOMO	-9.3662	eV
max |F|	0.07655	hartree/bohr
SMILES	CC1=N[C@@H](C)O[C@H]1C

ORCA input file:
```
! RIJCOSX wB97M-V def2-TZVPD def2/J DEFGRID3
* xyz 0 1
C -1.334 1.547 -1.478
C -0.344 0.775 -0.586
N 0.409 1.390 0.291
C 1.407 0.407 0.758
C 1.153 -0.037 2.272
O 1.351 -0.718 -0.134
C 0.148 -0.666 -0.891
C -0.871 -1.728 -0.537
H -0.705 2.092 -2.156
H -2.039 2.139 -0.765
H -1.891 0.889 -2.053
H 2.361 0.775 0.772
H 0.503 -0.904 2.323
H 0.565 0.827 2.711
H 2.133 -0.271 2.711
H 0.502 -0.758 -1.926
H -0.392 -2.718 -0.516
H -1.679 -1.620 -1.282
H -1.276 -1.421 0.485
*
```

=====

| no. | energy (eV) |
| --- | --- |
| 1 | -10714.6727 |
| 2 | -7692.4799 |
| 3 | -7360.0348 |
| 4 | -48053.4481 |
| 5 | -15559.7843 |
| 6 | -69050.5977 |
| 7 | -96959.4617 |
| 8 | -18472.2600 |
| 9 | -27955.8811 |
| 10 | -9936.8878 |